Record 1
Formula: C10H32O7
Source: the OMol25 dataset
Level of theory: ωB97M-V with the def2-TZVPD basis set

The lowest unoccupied orbital energy is 0.13 eV. The strongest force on any atom comes out at 1.3 eV/Å. For the energy above the lowest of the compared OMol25 structures with the same formula, charge and spin, the calculation gives 0.00 kcal/mol. Its HOMO-LUMO gap is 9.92 eV. As for the net charge: 0. The HOMO energy is -9.7935 eV. As for the SMILES: C1CCOC1.CC(C)O.CC(C)O.O.O.O.O. The electronic energy comes out at -25221.0307 eV.

Last column: natural (NBO) charge in e.
Element x y z (Å)
C -0.9342 6.2357 26.3917  -0.434
C 0.5396 6.5843 26.4738  -0.433
C 0.5556 7.4920 27.6877  -0.069
O -0.6253 8.2978 27.5630  -0.536
C -1.6208 7.5434 26.8723  -0.065
H -1.1742 5.5352 27.1971  0.195
H -1.3170 5.8356 25.4577  0.224
H 0.8537 7.1189 25.5744  0.208
H 1.1788 5.7051 26.5773  0.215
H 1.3883 8.1912 27.7308  0.195
H 0.5063 6.9399 28.6352  0.160
H -2.0087 8.1777 26.0726  0.177
H -2.4304 7.3161 27.5733  0.162
C -1.1411 3.6250 29.8726  -0.636
C -2.5328 3.9966 29.3798  0.096
C -2.7592 3.4487 27.9774  -0.642
O -3.5246 3.4049 30.2804  -0.778
H -1.0158 2.5407 29.7991  0.220
H -0.9511 3.9360 30.9001  0.219
H -0.3508 4.0684 29.2572  0.206
H -2.7091 5.0776 29.4038  0.160
H -3.1853 2.4506 28.1041  0.238
H -1.8614 3.4191 27.3717  0.211
H -3.5348 4.0376 27.4826  0.212
H -3.8499 4.1169 30.8447  0.497
C -6.4194 0.3606 24.7225  -0.629
C -6.2254 1.0215 26.0507  0.086
C -5.6323 2.4146 25.8811  -0.638
O -7.4871 1.1075 26.7215  -0.729
H -5.5005 0.2703 24.1352  0.214
H -7.1789 0.8926 24.1486  0.196
H -6.7334 -0.6785 24.8588  0.217
H -5.5593 0.4332 26.6773  0.187
H -5.7500 2.9529 26.8202  0.212
H -6.0952 2.9130 25.0270  0.197
H -4.5608 2.3491 25.6749  0.226
H -8.0650 1.6850 26.2123  0.459
O -4.9973 5.7044 32.3708  -0.942
H -5.9305 5.5817 32.1629  0.475
H -4.7095 6.4248 31.7986  0.471
O -3.0709 0.5095 30.8882  -0.968
H -3.9722 0.3247 30.5858  0.486
H -2.9623 1.4351 30.6245  0.474
O -5.5836 1.3841 29.7504  -0.975
H -5.2777 2.2833 29.9440  0.490
H -6.4712 1.4761 29.3772  0.483
O -1.6819 1.2476 24.9312  -0.939
H -1.5157 0.3044 24.8307  0.472
H -0.8915 1.5890 25.3618  0.468

=====

Record 2
Formula: C6H9N
Source: the OMol25 dataset
Level of theory: ωB97M-V with the def2-TZVPD basis set

The lowest unoccupied orbital energy is 0.84 eV. The strongest force on any atom comes out at 1.1 eV/Å. For the energy above the lowest of the compared OMol25 structures with the same formula, charge and spin, the calculation gives 23.45 kcal/mol. Its HOMO-LUMO gap is 11.84 eV. As for the net charge: 0. The HOMO energy is -10.9953 eV. As for the SMILES: CC1(C#N)CCC1. The electronic energy comes out at -7857.1427 eV.

Last column: natural (NBO) charge in e.
Element x y z (Å)
C 1.1334 1.2234 0.1971  -0.591
C 0.5222 -0.1588 -0.1030  -0.165
C 1.6170 -1.1078 -0.3337  0.298
N 2.5011 -1.8424 -0.4733  -0.333
C -0.5048 -0.5845 0.9744  -0.372
C -1.6516 -0.0710 0.0818  -0.407
C -0.6696 -0.1510 -1.1150  -0.375
H 1.8313 1.5611 -0.5773  0.224
H 1.6922 1.1713 1.1389  0.221
H 0.3555 1.9859 0.3145  0.214
H -0.3697 -0.1475 1.9660  0.211
H -0.5311 -1.6744 1.0413  0.218
H -2.5342 -0.7173 0.0508  0.213
H -1.9843 0.9431 0.3232  0.207
H -0.8176 -1.0945 -1.6542  0.222
H -0.5896 0.6644 -1.8315  0.213

=====

Record 3
Formula: C36H37HgN8PS4Se2
Source: the OMol25 dataset
Level of theory: ωB97M-V with the def2-TZVPD basis set

The lowest unoccupied orbital energy (spin up / spin down) is 1.89 / 1.89 eV. The strongest force on any atom comes out at 2.2 eV/Å. Its HOMO-LUMO gap (spin up / spin down) is 3.53 / 5.95 eV. As for the net charge: -1. Its spin multiplicity is 2. The HOMO energy (spin up / spin down) is -1.6313 / -4.0546 eV. The electronic energy comes out at -237354.1615 eV.

Last column: natural (NBO) charge in e.
Element x y z (Å)
Hg -0.0384 0.0184 0.1677  1.401
C -5.3578 -1.2274 3.5203  -0.613
C -3.8843 -1.5132 3.7998  -0.225
N -3.0415 -0.4517 3.3124  -0.592
C -2.3607 -0.5212 2.1390  0.321
S -1.7818 1.0164 1.5856  -0.416
N -2.2272 -1.6829 1.5741  -0.493
N -1.4576 -1.7841 0.4783  -0.295
C -1.5255 -2.8770 -0.2356  0.172
C -2.4293 -4.0186 0.1434  -0.682
C -0.7866 -2.9146 -1.4726  0.251
C -0.7362 -4.0567 -2.2959  -0.262
C -0.1539 -3.9711 -3.5401  -0.171
C 0.3780 -2.7525 -3.9574  -0.257
C 0.3408 -1.6937 -3.0650  0.049
N -0.2163 -1.7555 -1.8741  -0.470
H -5.9903 -2.0142 3.9231  0.204
H -5.5188 -1.1587 2.4478  0.209
H -5.6475 -0.2817 3.9753  0.197
H -3.5585 -2.4242 3.2947  0.230
H -3.7252 -1.6285 4.8787  0.187
H -3.2664 0.4904 3.5975  0.399
H -3.1893 -3.6519 0.8297  0.251
H -1.8602 -4.8031 0.6452  0.234
H -2.9122 -4.4420 -0.7355  0.210
H -1.1486 -4.9916 -1.9487  0.216
H -0.1173 -4.8315 -4.1963  0.212
H 0.8118 -2.6314 -4.9375  0.216
H 0.7678 -0.7355 -3.3380  0.212
Se 2.3093 -2.8236 0.8768  -0.518
P 3.2444 -1.3754 -0.3529  0.948
Se 2.1713 0.4127 -1.0484  -0.621
C 4.7714 -0.7102 0.4370  -0.294
C 5.1620 0.6032 0.2119  -0.235
C 6.2392 1.1362 0.8922  -0.207
C 6.9513 0.3530 1.7855  -0.201
C 6.5857 -0.9675 1.9872  -0.213
C 5.4926 -1.4963 1.3243  -0.203
C 3.8487 -2.2721 -1.8407  -0.283
C 4.3619 -3.5553 -1.6900  -0.197
C 4.6871 -4.3051 -2.8045  -0.223
C 4.5035 -3.7817 -4.0741  -0.216
C 4.0033 -2.5009 -4.2267  -0.216
C 3.6805 -1.7482 -3.1120  -0.237
H 4.5974 1.2138 -0.4839  0.230
H 6.5165 2.1684 0.7302  0.207
H 7.7868 0.7709 2.3286  0.208
H 7.1481 -1.5837 2.6744  0.210
H 5.1790 -2.5130 1.5165  0.233
H 4.4767 -3.9744 -0.7011  0.236
H 5.0689 -5.3090 -2.6811  0.207
H 4.7420 -4.3774 -4.9433  0.203
H 3.8475 -2.0889 -5.2130  0.203
H 3.2782 -0.7493 -3.2213  0.232
C -3.2062 -0.8123 -2.4762  -0.667
C -2.7926 0.6072 -2.5292  0.125
N -1.8420 1.1640 -1.8766  -0.428
C -1.7714 2.5093 -2.0859  0.096
C -2.7027 2.9924 -2.9701  -0.427
S -3.7079 1.7276 -3.5449  0.359
C -0.8491 3.3302 -1.3387  0.099
C -0.8278 4.7011 -1.3471  -0.432
S 0.3338 5.2947 -0.2285  0.386
C 0.7266 3.6334 0.1790  0.132
N 0.0460 2.7673 -0.4783  -0.468
C 1.7620 3.3280 1.1847  -0.671
H -3.0147 -1.2006 -1.4786  0.252
H -2.6396 -1.4126 -3.1898  0.235
H -4.2622 -0.9096 -2.7194  0.219
H -2.8581 3.9995 -3.2945  0.230
H -1.4275 5.3795 -1.9182  0.227
H 2.1965 4.2327 1.5982  0.221
H 2.5404 2.7257 0.7149  0.252
H 1.3262 2.7319 1.9858  0.273
N 1.1890 0.7848 7.4739  -0.826
C 2.0229 1.1404 6.4446  0.025
S 3.2281 2.2479 6.7818  -0.427
C 1.8016 0.6201 5.1307  -0.150
C 0.7692 -0.2847 4.8070  -0.246
C 0.5835 -0.6799 3.5052  0.004
N 1.3093 -0.2296 2.4759  -0.597
C 2.3507 0.5541 2.7872  0.002
C 2.6341 0.9901 4.0558  -0.264
H 1.5152 1.0385 8.3921  0.389
H 0.6244 -0.0462 7.4041  0.363
H 0.1004 -0.6696 5.5641  0.176
H -0.1945 -1.3935 3.2656  0.177
H 2.9970 0.8370 1.9654  0.175
H 3.4777 1.6342 4.2525  0.237

=====

Record 4
Formula: CH3FINS
Source: the OMol25 dataset
Level of theory: ωB97M-V with the def2-TZVPD basis set

The lowest unoccupied orbital energy (spin up / spin down) is -1.44 / -1.44 eV. The strongest force on any atom comes out at 2.6 eV/Å. For the energy above the lowest of the compared OMol25 structures with the same formula, charge and spin, the calculation gives 78.73 kcal/mol. Its HOMO-LUMO gap (spin up / spin down) is 7.03 / 7.03 eV. As for the net charge: 0. The HOMO energy (spin up / spin down) is -8.4635 / -8.4649 eV. The electronic energy comes out at -24224.2767 eV.

Last column: natural (NBO) charge in e.
Element x y z (Å)
C 0.3764 -0.6695 0.1798  -0.462
N 1.5364 -1.2582 0.7486  -0.821
F 4.3707 1.8740 -0.1281  -0.492
S 3.8270 1.0545 1.2356  0.291
I 3.2979 -1.0013 -0.0036  0.891
H 0.3957 0.4866 0.3091  0.187
H -0.5098 -1.2963 0.6566  0.230
H 0.3671 -0.8397 -0.9499  0.177

=====

Record 5
Formula: C14H21AsN2O5PdS5
Source: the OMol25 dataset
Level of theory: ωB97M-V with the def2-TZVPD basis set

The lowest unoccupied orbital energy (spin up / spin down) is 3.97 / 3.97 eV. The strongest force on any atom comes out at 1.2 eV/Å. Its HOMO-LUMO gap (spin up / spin down) is 5.39 / 5.37 eV. As for the net charge: -2. Its spin multiplicity is 3. The HOMO energy (spin up / spin down) is -1.4271 / -1.4027 eV. The electronic energy comes out at -146574.6415 eV.

Last column: Löwdin spin population.
Element x y z (Å)
Pd 2.0059 -1.0117 -0.1445  1.128
S 5.7684 -3.6687 -0.2889  0.030
As 4.2436 -2.5456 -1.2755  0.001
S 2.2895 -3.2561 -0.4107  0.461
S 4.3070 -0.4406 -0.5758  0.262
S 4.1631 -2.6406 -3.3841  0.005
C 3.2581 -1.6647 5.6758  0.000
N 2.3454 -1.0956 4.7032  0.000
C 1.1519 -0.3905 5.1364  0.000
C 2.4969 -1.2502 3.3447  0.000
C 3.7265 -1.9422 2.8219  -0.001
O 1.6335 -0.8021 2.6046  0.006
H 2.8596 -1.4806 6.6722  0.000
H 4.2528 -1.2151 5.6252  0.000
H 3.3694 -2.7437 5.5542  0.000
H 1.1166 -0.3901 6.2250  0.000
H 0.2517 -0.8651 4.7434  0.000
H 1.1500 0.6391 4.7752  0.000
H 4.4272 -2.2640 3.5879  0.000
H 4.2294 -1.2768 2.1174  -0.001
H 3.4277 -2.8000 2.2180  0.003
C -4.9136 4.2273 -1.3818  0.000
C -4.3322 2.8588 -1.6256  0.000
C -4.4523 2.2378 -2.8606  0.000
C -3.8934 0.9848 -3.0894  0.000
C -3.2147 0.3474 -2.0666  0.000
C -3.0874 0.9510 -0.8189  0.000
C -3.6436 2.1979 -0.6084  0.000
S -2.4617 -1.2390 -2.3280  0.000
O -2.8539 -1.6671 -3.6427  0.000
O -2.7575 -2.0290 -1.1676  0.000
N -0.8771 -0.9602 -2.3278  0.001
C -0.3339 -0.0823 -3.3880  0.000
C 1.0392 0.4457 -2.9846  -0.002
C 0.8267 1.3149 -1.7516  0.006
O 0.6172 2.5180 -1.8907  0.011
O 0.7834 0.6939 -0.6131  0.087
H -5.3803 4.6240 -2.2838  0.000
H -4.1370 4.9270 -1.0676  0.000
H -5.6689 4.2005 -0.5931  0.000
H -4.9790 2.7446 -3.6622  0.000
H -3.9762 0.4944 -4.0500  0.000
H -2.5434 0.4472 -0.0298  0.000
H -3.5294 2.6770 0.3575  0.000
H -0.5664 -0.6642 -1.3965  0.003
H -0.9835 0.7906 -3.5248  0.000
H -0.3024 -0.6445 -4.3177  0.000
H 1.3935 1.0668 -3.8055  0.000
H 1.7537 -0.3584 -2.8066  -0.002

=====

Record 6
Formula: C17H29N3PdS2Si2
Source: the OMol25 dataset
Level of theory: ωB97M-V with the def2-TZVPD basis set

The lowest unoccupied orbital energy (spin up / spin down) is 0.33 / -1.35 eV. The strongest force on any atom comes out at 1.2 eV/Å. For the energy above the lowest of the compared OMol25 structures with the same formula, charge and spin, the calculation gives 6.90 kcal/mol. Its HOMO-LUMO gap (spin up / spin down) is 7.77 / 6.34 eV. As for the net charge: 0. Its spin multiplicity is 3. The HOMO energy (spin up / spin down) is -7.4355 / -7.6908 eV. The electronic energy comes out at -63475.9058 eV.

Last column: natural (NBO) charge in e.
Element x y z (Å)
Pd -0.2697 0.0404 -0.2762  0.743
C 3.6189 2.0718 3.3819  -1.125
Si 2.9755 3.6346 2.6254  1.645
C 2.1193 4.6427 3.9391  -1.113
C 4.4059 4.6177 1.9459  -1.113
C 1.7332 3.4356 1.2162  -0.520
C 1.2968 4.6203 0.6330  -0.115
C 0.3459 4.6376 -0.3834  -0.298
C -0.1639 3.4255 -0.7908  0.060
N 0.2324 2.2685 -0.2650  -0.550
C 1.1642 2.2529 0.7088  0.095
S 1.5362 0.6247 1.2245  -0.116
H 4.3181 2.3571 4.1743  0.235
H 4.1500 1.4492 2.6605  0.251
H 2.8235 1.4679 3.8193  0.255
H 2.8065 4.8681 4.7590  0.236
H 1.2660 4.0998 4.3524  0.243
H 1.7514 5.5915 3.5409  0.232
H 5.1136 4.8527 2.7457  0.237
H 4.0793 5.5622 1.5044  0.231
H 4.9402 4.0553 1.1767  0.242
H 1.7005 5.5668 0.9805  0.208
H 0.0135 5.5591 -0.8399  0.222
H -0.9096 3.3675 -1.5773  0.185
C 1.7485 -5.5306 -0.8645  -1.106
Si 0.0204 -4.9282 -1.1776  1.611
C -0.4563 -5.2859 -2.9405  -1.105
C -1.1629 -5.8063 -0.0389  -1.104
C -0.0859 -3.1431 -0.8640  -0.673
C -0.1524 -1.9414 -0.6491  -0.368
H 1.8194 -6.6058 -1.0516  0.230
H 2.0434 -5.3425 0.1699  0.242
H 2.4624 -5.0214 -1.5151  0.241
H -0.4107 -6.3605 -3.1391  0.231
H 0.2170 -4.7822 -3.6376  0.239
H -1.4742 -4.9464 -3.1487  0.229
H -1.1206 -6.8890 -0.1858  0.232
H -2.1911 -5.4816 -0.2193  0.228
H -0.9213 -5.5938 1.0049  0.241
S -2.1253 0.4493 1.2943  -0.142
C -2.7105 -0.0921 -0.2265  0.293
N -3.1304 -1.3511 -0.4060  -0.583
C -3.4744 -1.8346 -1.7356  -0.230
C -4.3736 -0.7995 -2.3846  -0.423
C -3.5925 0.4981 -2.4944  -0.215
N -2.9098 0.7866 -1.2282  -0.601
H -2.6989 -2.0142 0.2224  0.440
H -3.9685 -2.7982 -1.6295  0.220
H -2.5587 -1.9874 -2.3173  0.218
H -5.2599 -0.6527 -1.7646  0.215
H -4.6970 -1.1245 -3.3724  0.229
H -4.2405 1.3431 -2.7234  0.213
H -2.8498 0.4210 -3.2914  0.203
H -2.7935 1.7451 -0.9413  0.424